# 1
{
  "formula": "C17H13MnN7O8Se",
  "method": "wB97M-V/def2-TZVPD",
  "spin_multiplicity": 6,
  "s2": 8.7565,
  "e_homo_ha": [-0.3020, -0.3062],
  "lumo_energy_ev": [-2.41, -2.44],
  "de_lowest_kcal_mol": 3.1,
  "fmax_ev_per_a": 0.9,
  "species": ["Mn", "O", "C", "O", "C", "C", "C", "C", "C", "C", "O", "N", "O", "O", "N", "O", "O", "H", "H", "N", "C", "N", "C", "C", "O", "C", "C", "H", "H", "H", "H", "H", "H", "H", "H", "Se", "N", "C", "C", "C", "C", "N", "C", "N", "H", "H", "H"],
  "coordinates": [[-0.36929, -0.18252, -0.22827], [3.35149, -1.33778, 0.95784], [2.22099, -0.89385, 0.96624], [1.37120, -1.05505, -0.00216], [1.77191, -0.10748, 2.20393], [2.77131, 0.18260, 3.12060], [2.51509, 0.89609, 4.27768], [1.23819, 1.34915, 4.57590], [0.26096, 1.06558, 3.66607], [0.44560, 0.32594, 2.47217], [-0.60129, 0.11168, 1.74109], [-1.10324, 1.56115, 3.90456], [-1.76492, 1.02544, 4.76436], [-1.49558, 2.47499, 3.19910], [3.59842, 1.19495, 5.20719], [3.32335, 1.83670, 6.20813], [4.70767, 0.77104, 4.95049], [3.77060, -0.16785, 2.90410], [1.04083, 1.90238, 5.48309], [0.26483, 1.93758, -0.62749], [0.46756, 3.03182, -0.31865], [0.70256, 4.27871, 0.00300], [1.41145, 4.60766, 1.25226], [0.43797, 5.24353, 2.22733], [-0.21475, 6.35470, 1.62565], [-0.99562, 5.94788, 0.52192], [-0.11192, 5.36103, -0.56553], [2.21218, 5.30657, 1.00436], [1.84509, 3.69748, 1.66441], [0.97189, 5.62307, 3.09676], [-0.29756, 4.50465, 2.55563], [-1.51244, 6.83168, 0.15006], [-1.74023, 5.20633, 0.84105], [0.56579, 6.12867, -0.94407], [-0.69847, 4.96914, -1.39441], [-2.08912, -3.73357, -1.04829], [-3.78679, -3.35926, -0.74638], [-3.88495, -2.04328, -0.66829], [-5.05381, -1.27471, -0.36820], [-4.89940, 0.06680, -0.24818], [-3.60972, 0.67836, -0.41936], [-2.53110, 0.02934, -0.73047], [-2.66213, -1.32895, -0.85321], [-1.58114, -2.04312, -1.07583], [-6.00609, -1.76717, -0.22536], [-5.73652, 0.70408, -0.00189], [-3.50865, 1.74833, -0.27978]]
}



# 2
{
  "formula": "C2H8NO",
  "method": "wB97M-V/def2-TZVPD",
  "e_homo_ha": -0.6100,
  "lumo_energy_ev": -5.12,
  "total_charge": 1,
  "de_lowest_kcal_mol": 31.3,
  "fmax_ev_per_a": 3.6,
  "species": ["C", "C", "N", "H", "H", "H", "H", "H", "H", "H", "H", "O"],
  "coordinates": [[1.16937, 0.88104, -0.96361], [0.95638, -1.10434, 0.39280], [0.36102, -0.17520, -0.25348], [1.78905, 0.40442, -1.70575], [1.59191, 1.60218, -0.23827], [0.37071, 1.50468, -1.37564], [1.97845, -1.41546, 0.16191], [0.34449, -1.75170, 1.02604], [-0.53884, 0.03586, 0.31823], [-2.90908, -0.65712, 0.59776], [-2.86752, 0.62660, 1.22092], [-2.24593, 0.04903, 0.81908]]
}



# 3
{
  "formula": "C31H32N5O3Ti",
  "method": "wB97M-V/def2-TZVPD",
  "e_homo_ha": -0.3802,
  "lumo_energy_ev": -3.33,
  "total_charge": 1,
  "de_lowest_kcal_mol": 5.5,
  "fmax_ev_per_a": 2.6,
  "species": ["Ti", "C", "O", "C", "C", "C", "C", "C", "C", "N", "N", "C", "O", "C", "C", "C", "C", "C", "C", "C", "O", "H", "H", "H", "H", "H", "H", "H", "H", "H", "H", "H", "H", "C", "N", "C", "C", "C", "C", "C", "C", "C", "N", "C", "C", "C", "C", "C", "C", "N", "C", "C", "H", "H", "H", "H", "H", "H", "H", "H", "H", "H", "H", "H", "H", "H", "H", "H", "H", "H", "H", "H"],
  "coordinates": [[0.02016, 0.39931, -0.16083], [-1.65237, 5.44838, -2.22103], [-1.21288, 4.13290, -1.91459], [-1.35799, 3.18206, -2.86635], [-1.82083, 3.40278, -4.14705], [-1.93556, 2.34141, -5.04921], [-1.62685, 1.06264, -4.66460], [-1.16754, 0.81077, -3.36132], [-1.04335, -0.53901, -2.88153], [-0.72053, -0.79794, -1.66420], [-0.80786, -2.09142, -1.20906], [-0.92104, -2.05886, 0.09076], [-0.96025, -0.90275, 0.72112], [-1.05919, -3.30691, 0.84830], [-1.24630, -3.25132, 2.22824], [-1.36590, -4.42387, 2.95443], [-1.29697, -5.64899, 2.30530], [-1.11363, -5.70649, 0.92930], [-0.99594, -4.53853, 0.19799], [-0.97562, 1.88109, -2.46712], [-0.47904, 1.68752, -1.24802], [-0.97760, 5.93415, -2.92903], [-2.66670, 5.44981, -2.62377], [-1.64369, 5.99679, -1.28326], [-2.09631, 4.39703, -4.46883], [-2.28849, 2.53684, -6.05223], [-1.74594, 0.23298, -5.34998], [-1.32055, -1.36223, -3.53681], [-1.28760, -2.28735, 2.71919], [-1.51733, -4.38766, 4.02510], [-1.39458, -6.56337, 2.87645], [-1.06889, -6.66561, 0.43062], [-0.85009, -4.55411, -0.87333], [3.01362, 1.14124, -0.99973], [1.98676, 0.11731, -1.32624], [2.06387, -0.09336, -2.77871], [2.18200, -1.10051, -0.55933], [2.52615, -2.33245, -1.09113], [2.60574, -3.44632, -0.27108], [2.34458, -3.32839, 1.08545], [1.99239, -2.10915, 1.63320], [1.89516, -0.97503, 0.82069], [1.38430, 0.26369, 1.18568], [1.05312, 0.58266, 2.49984], [1.83591, 0.31295, 3.62201], [1.39062, 0.69315, 4.87766], [0.17856, 1.35200, 5.02878], [-0.58322, 1.66533, 3.91246], [-0.14434, 1.28073, 2.65864], [-0.77851, 1.68283, 1.40587], [-2.25186, 1.57599, 1.44108], [-0.37462, 3.09594, 1.17469], [3.99814, 0.79110, -1.31983], [3.04091, 1.34257, 0.06385], [2.77747, 2.06245, -1.53203], [3.08525, -0.34652, -3.07476], [1.77777, 0.82622, -3.28581], [1.40859, -0.89659, -3.09596], [2.74346, -2.44611, -2.14404], [2.86361, -4.40549, -0.69837], [2.38529, -4.20290, 1.72211], [1.75721, -2.03719, 2.68437], [2.79396, -0.17416, 3.49714], [1.99731, 0.47112, 5.74570], [-0.16250, 1.64702, 6.01146], [-1.51266, 2.20777, 4.03701], [-2.69326, 2.38943, 2.02013], [-2.53496, 0.62883, 1.89034], [-2.64543, 1.62201, 0.42535], [-0.72060, 3.71672, 2.00375], [-0.79586, 3.46410, 0.24607], [0.71330, 3.15099, 1.12900]]
}